Formula: C8H12Cl2OTi
Source: the OMol25 dataset
Level of theory: the ωB97M-V functional and the def2-TZVPD basis

Calculated values
energy above the lowest of the compared OMol25 structures with the same formula, charge and spin = 0.00 kcal/mol
frontier orbital gap (alpha / beta) = 5.6 / 6.9 eV
2S+1 = 2
expectation value of S² = 0.76
total charge = -1
highest occupied orbital energy (alpha / beta) = -2.38 / -3.69 eV

Structure (XYZ):
```
24
Properties=species:S:1:pos:R:3:forces:R:3
Ti 0.746995 -0.419284 -0.116676 -3.416 -0.790 2.353
Cl 0.559518 -2.653119 -0.100578 0.171 -1.874 0.059
Cl 1.473337 1.150893 1.352434 0.851 1.171 1.229
C 2.120346 -0.159132 -1.361012 1.186 0.883 -2.054
H 2.832819 0.674299 -1.338934 -0.133 -0.067 -0.094
H 2.525323 -0.996811 -1.937038 0.031 0.093 0.035
C -0.563443 0.392258 -1.427079 -1.878 -1.136 1.750
C 0.714175 0.338763 -2.103516 3.641 0.049 -3.375
H -0.665663 0.862018 -0.427374 0.359 0.888 -0.197
C 0.621073 -0.615697 -3.364556 -0.015 0.432 0.227
H 0.961878 1.350055 -2.474115 0.310 -0.030 -0.128
C -0.504970 -0.196577 -4.300273 0.110 -0.347 0.204
H 1.565548 -0.628635 -3.929073 -0.125 0.236 0.269
H 0.483653 -1.643976 -3.001443 -0.158 0.213 0.050
C -1.811699 -0.079651 -3.530003 -0.020 0.158 -0.047
H -0.238196 0.774504 -4.735021 -0.124 -0.031 -0.097
H -0.595858 -0.930806 -5.109981 -0.027 0.168 -0.075
C -1.636752 0.874376 -2.337807 -0.386 -0.073 -0.644
H -2.609084 0.253284 -4.210367 0.009 -0.019 0.211
H -2.073111 -1.065248 -3.123860 -0.089 0.113 -0.126
H -1.301768 1.854840 -2.715494 -0.224 0.159 -0.286
H -2.616825 1.045482 -1.885077 0.166 -0.150 0.373
O -0.959975 -0.510912 2.988148 0.196 -0.256 -2.264
C -0.743521 -0.584924 1.864093 -0.434 0.211 2.627
```
Positions in Å, forces in eV/Å.